Record 1
The following is a DFT calculation (ωB97M-V/def2-TZVPD) of a cluster of 12 separate species, C29H68Br2NO12 in total at a distorted geometry.

```
112
Properties=species:S:1:pos:R:3:forces:R:3
C -0.55998 -0.62379 4.66389 -1.4 -0.5 -0.5
C -0.99520 -0.24759 3.19398 1.1 1.3 0.8
Br -2.06048 -1.58987 2.27649 0.6 0.7 0.7
C -0.63397 0.94246 2.61216 -1.0 -1.8 0.2
Br 0.50941 2.04722 3.79689 -0.7 -0.6 -1.1
C -1.03378 1.38297 1.15556 0.7 0.3 -0.7
C -0.43245 0.33231 0.11404 1.4 -0.8 -0.4
C -1.23811 -0.51625 -0.76107 2.2 0.1 -0.3
C -0.53709 -1.39948 -1.69364 1.6 0.7 0.7
C 0.93164 -1.44989 -1.75938 -0.3 1.4 1.4
C 1.75687 -0.60293 -0.88916 -3.2 0.4 0.3
C 1.04236 0.27968 0.04602 -0.4 -1.4 -1.4
C -0.35089 2.77042 0.73214 -0.5 -0.3 -0.6
C -1.17179 4.08725 1.00271 2.0 2.5 -0.5
C -0.68892 5.11030 -0.13919 1.3 -0.4 0.9
C -0.76654 4.85425 2.34739 -0.3 -0.1 -0.7
N -2.63959 3.99990 0.83693 0.6 -1.2 -0.5
O -3.03929 4.17419 -0.38255 0.0 0.1 0.8
C -3.26434 2.82589 1.48872 -1.9 -1.2 -0.3
C -3.36649 2.87457 3.05513 -0.1 -0.4 -0.2
C -4.77743 2.78525 0.95970 0.4 -0.1 0.7
C -2.58381 1.52942 0.89347 -0.1 0.5 0.0
H -0.98175 0.14600 5.37297 0.7 -0.6 -0.8
H 0.54999 -0.71081 4.75531 -1.0 0.1 -0.1
H -1.05659 -1.59114 4.96418 0.8 0.9 -0.5
H -2.35657 -0.45911 -0.73789 1.3 -0.2 0.0
H -1.06608 -2.08070 -2.40451 0.3 0.8 0.8
H 1.46587 -2.11314 -2.47525 -0.9 0.5 0.6
H 2.87506 -0.59249 -0.93441 -1.3 -0.1 0.0
H 1.68530 0.93794 0.68610 -1.0 -0.7 -0.5
H 0.69705 2.88880 1.13207 -1.2 -0.2 -0.2
H -0.21287 2.70602 -0.38774 -0.3 0.1 1.2
H -0.64145 4.63188 -1.14656 -0.5 0.6 0.8
H 0.38229 5.35839 0.13715 -1.1 -0.2 -0.3
H -1.24570 6.07725 -0.10311 0.2 -1.0 -0.2
H 0.34802 4.98845 2.37455 -1.0 -0.3 -0.1
H -1.20734 5.88629 2.23934 0.3 -1.1 0.5
H -1.09320 4.32764 3.27306 0.2 0.7 -0.7
H -3.84253 3.84115 3.35906 0.5 -0.8 -0.2
H -4.06291 2.03948 3.36204 0.7 0.9 -0.3
H -2.41105 2.69563 3.60683 -0.7 0.4 -0.5
H -5.17680 3.82636 1.05054 0.1 -0.9 -0.3
H -4.84005 2.40249 -0.09018 0.0 0.5 1.0
H -5.37647 2.10424 1.63128 0.6 0.7 -0.7
H -3.21073 0.65807 1.20449 0.8 0.6 -0.1
H -2.70890 1.61415 -0.22818 0.2 0.0 1.2
C 2.67574 -3.42432 1.54733 -0.1 -0.2 0.2
O 2.99669 -4.44172 0.60461 0.1 -0.2 -0.2
H 3.02992 -2.46721 1.16853 0.0 -0.1 -0.1
H 1.59194 -3.38057 1.68423 0.0 0.2 0.0
H 3.16543 -3.64010 2.49849 0.0 0.2 0.0
H 2.67205 -5.27625 0.96578 0.1 0.1 0.0
C -0.60279 -2.44560 7.74718 -0.1 -0.3 0.1
O -0.27530 -3.44614 6.78935 0.0 0.0 -0.1
H -0.25705 -1.48185 7.37762 0.0 -0.1 0.0
H -1.68608 -2.41151 7.88860 0.0 0.2 0.1
H -0.10866 -2.66686 8.69648 -0.1 0.2 0.1
H -0.58986 -4.28809 7.13643 0.1 0.1 -0.1
C -6.43271 0.66248 -2.31614 0.0 -0.3 0.1
O -5.93758 0.12986 -1.09331 0.1 0.0 0.1
H -6.09065 1.69190 -2.41131 0.0 -0.1 0.1
H -6.05344 0.07722 -3.15784 -0.1 0.1 -0.1
H -7.52553 0.64441 -2.31436 0.0 0.1 -0.2
H -6.25129 -0.77887 -1.02957 0.1 0.1 0.1
C 0.82403 -3.88022 -5.21543 0.0 -0.3 0.3
O 0.89325 -3.84447 -3.79165 0.0 -0.1 0.0
H 0.80960 -2.86043 -5.59225 0.0 -0.1 0.1
H 1.69842 -4.40026 -5.61514 0.0 0.1 -0.2
H -0.08816 -4.39203 -5.52739 0.0 0.1 -0.2
H 0.90453 -4.75705 -3.48247 0.0 0.2 0.1
C 2.81499 7.08311 0.09262 0.1 0.0 0.3
O 2.03564 7.24815 1.27122 -0.1 0.0 0.1
H 2.14586 6.99223 -0.76148 0.0 0.0 0.1
H 3.46231 7.95303 -0.04497 0.1 -0.1 -0.2
H 3.42023 6.17648 0.17638 0.1 0.0 -0.2
H 2.65074 7.32514 2.00875 -0.2 0.0 0.0
C -0.70901 1.45831 -4.05580 0.0 -0.1 0.4
O -0.55252 2.10206 -2.79976 0.0 0.2 -0.1
H -0.54198 2.18949 -4.84722 0.0 0.0 0.1
H 0.01994 0.64957 -4.15230 -0.1 0.0 -0.2
H -1.72232 1.05675 -4.14457 0.0 -0.1 -0.2
H -0.70539 1.43498 -2.11672 0.1 0.0 0.0
C -0.24040 5.49475 -5.72344 0.0 -0.3 0.3
O -0.17514 5.52963 -4.30580 0.0 0.0 0.0
H -0.25435 6.51756 -6.09708 0.0 0.0 0.1
H 0.63521 4.97640 -6.12448 -0.1 0.0 -0.2
H -1.15264 4.98232 -6.04187 0.0 0.0 -0.2
H -0.16411 4.61603 -3.99329 0.0 0.2 0.1
C -0.65485 -2.77454 -9.05392 0.0 -0.3 0.0
O -0.11278 -3.55078 -7.99188 0.0 0.0 0.0
H -0.58677 -1.72172 -8.78542 0.0 -0.1 0.1
H -0.08690 -2.95015 -9.97089 -0.1 0.2 -0.1
H -1.70350 -3.03944 -9.21078 0.0 0.2 -0.1
H -0.18324 -4.47638 -8.25048 0.1 0.1 0.1
C 4.97343 -4.37821 -2.43816 -0.1 0.0 0.4
O 5.47645 -4.65997 -1.14219 0.1 0.0 0.0
H 5.79015 -4.45870 -3.15491 0.0 0.0 0.1
H 4.19247 -5.09788 -2.69963 0.0 0.1 -0.2
H 4.56699 -3.36337 -2.46790 -0.1 0.0 -0.2
H 4.73497 -4.58222 -0.52611 -0.1 0.0 0.1
C 5.78470 -4.48987 4.65275 0.1 -0.1 -0.3
O 5.48957 -4.10108 3.31790 0.0 0.0 0.0
H 5.26034 -3.82159 5.33428 0.0 0.0 -0.1
H 5.44903 -5.51611 4.82454 0.0 0.0 0.2
H 6.86039 -4.41661 4.83278 0.0 0.0 0.2
H 5.96240 -4.70447 2.73333 -0.1 0.2 0.0
C 1.30204 -5.31262 4.26757 -0.1 -0.3 0.1
O 1.62815 -6.32224 3.31526 0.1 0.0 -0.2
H 1.65481 -4.35531 3.89317 0.0 -0.1 0.0
H 0.21898 -5.26961 4.40522 0.0 0.2 0.1
H 1.79118 -5.52970 5.22052 -0.1 0.2 0.1
H 1.30799 -7.16054 3.66489 0.1 0.1 -0.1
```
Forces are in eV/Å.

HOMO-LUMO gap (spin up / spin down): 8.3 / 8.9 eV
highest occupied orbital energy (spin up / spin down): -7.92 / -8.51 eV
2S+1: 2
expectation value of S²: 0.754

Record 2
The following is a DFT calculation (ωB97M-V/def2-TZVPD) of a cluster of 5 separate species, C29H68N3O2S in total at a distorted geometry.

```
103
Properties=species:S:1:pos:R:3:forces:R:3
N -7.28032 0.38901 2.17331 0.5 -0.8 0.4
C -7.70300 1.33176 1.33392 -1.6 -0.9 0.0
N -9.07899 1.56998 1.26210 0.4 -0.3 -1.3
C -9.33238 2.91455 1.85637 -0.3 -0.3 0.6
C -8.31881 3.96260 1.39256 -0.4 0.1 0.2
C -7.35378 3.43408 0.33252 -1.0 0.2 -1.1
N -6.91862 2.01525 0.53377 1.6 1.5 2.6
C -5.48345 1.86624 0.85132 -0.4 0.9 -2.0
S -4.92265 2.83623 2.26327 1.3 -1.4 1.3
O -3.53492 2.58200 2.34498 1.3 0.2 -0.7
O -5.64919 2.45029 3.43516 -1.6 0.5 -0.2
H -7.64489 -0.54840 2.06554 -0.8 0.3 0.5
H -6.68361 0.55522 2.97785 0.5 0.2 -0.6
H -9.31146 1.60234 0.26769 -0.3 0.2 0.1
H -10.35871 3.17202 1.62012 0.0 0.0 -0.2
H -9.31600 2.78975 2.93618 0.2 0.0 0.1
H -7.83653 4.38921 2.27122 0.4 -0.1 -0.1
H -8.86511 4.77998 0.92701 0.1 0.1 -0.1
H -7.85786 3.46572 -0.63261 0.0 0.0 -0.1
H -6.51715 4.11653 0.23284 0.4 -0.3 0.0
H -4.92928 2.23478 -0.01343 0.1 0.1 0.1
H -5.24061 0.81205 0.93781 0.2 0.1 0.6
H -5.05861 4.16184 1.96559 -0.5 -0.3 -0.2
C -4.13215 2.72774 -4.12265 0.0 -0.1 -0.2
C -4.26094 1.21679 -4.29053 -0.1 0.1 0.2
C -3.66447 0.42837 -3.12517 0.0 -0.1 -0.1
C -2.16141 0.62119 -2.91616 0.0 0.1 0.1
C -1.29149 0.26657 -4.12073 0.0 -0.1 0.1
C -1.39187 -1.20128 -4.52430 0.0 0.1 -0.1
H -3.08961 3.04341 -4.07418 0.0 0.0 0.0
H -4.59157 3.24643 -4.96477 0.0 0.1 0.0
H -4.63417 3.06256 -3.20917 0.0 0.0 0.0
H -3.80059 0.91111 -5.23223 0.0 0.0 0.0
H -5.32164 0.96278 -4.37446 0.0 0.0 -0.1
H -3.88263 -0.63302 -3.26962 0.0 0.0 0.0
H -4.18228 0.71918 -2.19990 0.0 0.0 0.0
H -1.85085 0.00946 -2.06216 0.0 0.0 0.0
H -1.96168 1.65808 -2.62864 0.0 0.0 0.0
H -0.25119 0.49151 -3.87197 0.0 0.0 0.0
H -1.54435 0.90122 -4.97426 0.0 0.0 0.0
H -1.09207 -1.85194 -3.69994 0.0 0.0 0.0
H -0.73485 -1.40940 -5.36915 0.0 0.0 0.0
H -2.40545 -1.47256 -4.82423 0.0 0.0 0.0
C 1.93350 -0.48905 -0.97716 0.0 -0.1 0.1
C 1.34807 0.19465 0.25355 -0.1 0.0 -0.2
C 0.82896 1.60200 -0.03227 0.0 0.0 0.1
C 1.89370 2.59490 -0.50323 0.0 0.0 0.0
C 3.06573 2.78335 0.45966 -0.1 0.1 0.0
C 2.64899 3.34717 1.81457 0.1 -0.1 0.0
H 2.79360 0.05377 -1.37122 0.0 0.0 0.0
H 2.26830 -1.49693 -0.72491 0.0 0.0 -0.1
H 1.18520 -0.57123 -1.77025 0.0 0.0 0.0
H 2.09435 0.21718 1.05183 0.0 0.0 0.0
H 0.51876 -0.41199 0.63039 0.0 0.0 0.1
H 0.33840 1.98746 0.86662 0.0 0.0 0.0
H 0.04742 1.54225 -0.79886 0.0 0.0 0.0
H 1.41235 3.56400 -0.67190 0.0 0.0 0.0
H 2.28219 2.28169 -1.47647 0.0 0.0 0.0
H 3.78286 3.46867 0.00018 0.0 0.0 0.0
H 3.59702 1.83781 0.60266 0.0 0.0 0.0
H 2.16216 4.31791 1.69797 0.0 0.0 0.0
H 3.52166 3.48629 2.45426 0.0 0.0 0.0
H 1.96262 2.67978 2.33847 0.0 0.0 0.0
C 7.17489 0.77439 0.83944 0.1 0.0 -0.1
C 7.27093 0.30054 -0.60775 -0.1 0.1 0.1
C 6.04211 -0.48357 -1.06660 0.0 0.0 0.0
C 5.78355 -1.78173 -0.29856 0.0 0.0 0.0
C 6.93280 -2.78800 -0.32736 -0.1 -0.1 -0.1
C 7.26293 -3.28439 -1.73166 0.1 0.0 0.1
H 7.09905 -0.06209 1.53599 0.0 0.0 0.0
H 8.06160 1.34807 1.11297 0.0 0.0 0.0
H 6.30299 1.41792 0.98054 0.0 0.0 0.0
H 8.17673 -0.29682 -0.73998 0.0 0.0 0.0
H 7.38574 1.17386 -1.25542 0.0 0.0 0.0
H 6.13994 -0.70147 -2.13379 0.0 0.0 0.0
H 5.15852 0.15729 -0.97106 0.0 0.0 0.0
H 4.88670 -2.25500 -0.71395 0.0 0.0 0.0
H 5.54339 -1.54972 0.74320 0.0 0.0 0.0
H 6.65581 -3.64625 0.29140 0.0 0.0 0.0
H 7.82758 -2.35831 0.13076 0.0 0.0 0.0
H 6.39448 -3.76469 -2.18779 0.0 0.0 0.0
H 8.06993 -4.01767 -1.69698 0.0 0.0 0.0
H 7.58719 -2.47201 -2.38356 0.0 0.0 0.0
C 2.50687 -6.36342 2.14976 -0.1 0.0 0.0
C 1.62523 -5.17600 1.77558 0.1 -0.1 -0.1
C 2.42289 -3.93107 1.38774 -0.1 0.0 0.0
C 3.30765 -3.36189 2.49832 0.0 0.0 0.0
C 2.56897 -2.97944 3.78052 0.0 0.1 -0.1
C 1.53544 -1.87785 3.57149 0.0 -0.1 0.2
H 3.13019 -6.14766 3.01855 0.0 0.0 0.0
H 1.89373 -7.23189 2.39494 0.0 0.0 0.0
H 3.16043 -6.63882 1.31959 0.0 0.0 0.0
H 0.94272 -4.95067 2.59998 0.0 0.0 0.0
H 0.99498 -5.46062 0.92828 0.0 0.0 0.0
H 1.72815 -3.15975 1.04035 0.0 0.0 0.0
H 3.05844 -4.17158 0.52865 0.0 0.0 0.0
H 3.82218 -2.47768 2.10831 0.0 0.0 0.0
H 4.09419 -4.08035 2.74478 0.0 0.0 0.0
H 3.30398 -2.63531 4.51276 0.0 0.0 0.0
H 2.08835 -3.85707 4.22120 0.0 0.0 0.0
H 2.00822 -0.97477 3.17990 0.0 0.0 0.0
H 1.05519 -1.62137 4.51757 0.0 0.0 0.0
H 0.75076 -2.18406 2.87707 0.0 0.0 0.0
```
Forces are in eV/Å.

HOMO-LUMO gap: 7.6 eV
highest occupied orbital energy: -11.94 eV
2S+1: 1
charge: +1